C47H128HgN11O12 | the ωB97M-V functional and the def2-TZVPD basis

XYZ file:
```
199
Properties=species:S:1:pos:R:3:forces:R:3:mulliken_charge:R:1
Hg 0.453 4.273 1.453 -0.8526 -1.8270 -1.4787 3.169
C 0.692 0.115 -0.157 -0.3590 1.0996 0.4073 0.949
C -0.509 1.079 0.046 0.4426 -0.0750 -1.1220 0.683
C -1.635 0.206 0.552 -0.9641 0.2513 -0.1521 0.437
O -0.281 2.184 0.848 0.6196 1.1272 1.7686 -0.804
H 0.429 -0.738 -0.784 -0.1598 0.0348 -0.0233 0.118
H 0.870 -0.247 0.857 0.8686 0.2534 -0.3898 -1.470
H 1.516 0.621 -0.661 0.3035 0.0431 0.4407 0.212
H -0.743 1.447 -0.958 -0.5046 -0.1338 -0.3148 -0.868
H -1.776 -0.631 -0.134 -0.0670 0.1891 0.1665 -0.620
H -2.583 0.747 0.584 -0.0692 0.1207 -0.0630 0.425
H -1.491 -0.218 1.547 0.3065 0.2006 -0.0298 -0.683
C 0.254 5.598 -2.863 0.6871 -0.5733 0.7805 -1.811
C 0.556 4.894 -1.510 -0.0178 -0.7419 -1.9291 0.881
C 2.035 4.521 -1.356 -0.3615 1.1356 0.6977 -0.807
O 2.297 3.957 -0.069 0.0072 0.0312 -0.6033 0.179
C 3.457 3.160 0.003 1.1766 -0.2387 0.4461 -0.903
N -0.029 5.687 -0.441 -0.0002 -0.0361 0.7305 -0.422
H -0.827 5.727 -2.919 0.0199 -0.1395 -0.3514 0.504
H 0.642 4.970 -3.664 -0.2774 0.1899 -0.2634 0.407
H 0.712 6.586 -2.918 0.1289 0.0014 0.0007 0.477
H 0.071 3.918 -1.579 -0.5518 0.1042 0.5089 -0.436
H 2.575 5.469 -1.417 0.6226 -0.1187 -0.3417 0.235
H 2.314 3.815 -2.138 0.0532 0.1625 -0.1137 0.465
H 4.389 3.705 -0.166 -0.1561 0.5146 -0.5646 0.393
H 3.456 2.304 -0.672 -0.3342 -0.0264 -0.0083 0.452
H 3.622 2.828 1.027 -0.7207 -0.2409 -0.0051 -0.065
H 0.420 6.593 -0.378 0.3961 0.0550 0.0483 0.237
H -0.967 5.934 -0.731 -0.3861 -0.3580 0.2795 0.306
C -4.294 0.525 -7.088 0.9229 0.0338 0.1701 -1.103
C -5.029 -0.022 -5.861 0.2164 -0.1138 -0.8263 0.782
C -4.608 0.745 -4.608 -0.2376 -0.4924 0.1481 0.060
O -5.102 0.127 -3.434 -0.4768 -0.9792 -0.4332 -0.485
C -4.292 0.418 -2.335 -0.5995 -0.0700 -0.0815 0.198
N -6.484 0.033 -6.145 0.8516 0.4115 1.2499 -0.782
H -3.208 0.550 -6.978 0.1137 0.0189 0.5801 0.061
H -4.567 1.568 -7.256 -0.2821 -0.0468 -0.2544 0.344
H -4.378 -0.065 -8.000 -0.8113 0.0255 0.0908 0.378
H -4.775 -1.068 -5.689 0.1653 -0.0272 -0.0351 -0.265
H -5.043 1.748 -4.566 0.4116 0.4484 -0.5681 0.288
H -3.517 0.742 -4.562 0.1557 0.3392 -0.1120 -0.271
H -4.783 0.003 -1.454 0.0123 0.1215 0.0901 0.038
H -4.240 1.508 -2.283 0.5660 0.0989 0.5340 0.496
H -3.330 -0.084 -2.452 0.3193 0.3578 0.0531 -0.435
H -6.858 -0.286 -5.257 -0.6393 -0.4320 -0.0343 0.345
H -6.637 1.031 -6.040 -0.6284 0.3230 -0.5564 0.351
C -7.665 -1.810 3.359 0.6565 0.1493 -0.5377 -1.550
C -7.016 -0.582 2.716 0.6800 -0.6150 0.8275 0.919
C -6.638 -0.847 1.227 -0.4381 -0.6208 1.2519 -0.628
O -5.830 -2.027 1.064 0.2603 0.8695 0.3514 -0.441
C -4.467 -1.809 1.451 -0.4699 -0.9028 0.5236 -0.253
N -7.928 0.529 2.819 -0.1013 0.5890 -1.0918 -0.603
H -7.981 -1.612 4.383 -0.0725 0.1438 -0.0454 0.482
H -6.949 -2.631 3.387 -0.1863 -0.1572 -0.0908 0.272
H -8.527 -2.067 2.743 -0.0852 -0.2453 0.1765 0.351
H -6.125 -0.289 3.281 0.4553 -0.5143 0.0405 -0.025
H -6.138 -0.012 0.733 -0.1326 0.3071 0.0988 0.110
H -7.637 -1.007 0.821 0.3079 -0.2516 -0.7930 0.485
H -4.333 -1.464 2.479 -0.4496 0.7132 0.0343 0.380
H -3.909 -1.179 0.757 -0.1213 -0.0155 -0.0838 -0.097
H -4.013 -2.795 1.558 0.0723 -0.1299 -0.7539 0.184
H -8.182 0.725 3.777 0.0735 -0.1459 0.1141 0.303
H -7.362 1.300 2.491 -0.5315 0.7353 0.0411 0.216
C 8.355 -0.863 2.272 0.7559 1.8423 -0.8553 -1.635
C 7.302 -1.903 2.289 -0.2179 -0.6345 1.5607 0.591
C 5.918 -1.588 1.786 -0.6031 0.1237 -0.2680 0.647
O 5.482 -0.321 2.242 -0.3267 1.1931 -1.6481 -0.502
C 4.160 0.004 1.833 1.1730 0.5320 -6.6401 0.981
N 7.728 -3.120 1.642 0.5339 -1.2144 -0.4471 -0.686
H 9.334 -1.285 2.501 -0.0813 -0.0499 0.2658 0.433
H 8.152 -0.021 2.934 -0.1035 -0.3755 0.4935 0.318
H 8.495 -0.314 1.337 -0.1730 -0.4869 -0.5096 0.337
H 7.229 -2.182 3.345 -0.5019 0.4974 0.3900 0.198
H 5.239 -2.349 2.181 -0.1688 -0.1876 0.1492 -0.303
H 5.839 -1.696 0.702 0.2007 0.2941 -0.1355 -0.217
H 3.996 0.042 0.753 1.0836 0.1347 -0.8339 0.668
H 3.776 0.962 2.183 0.5858 -0.2289 -0.0329 -1.437
H 3.455 -0.759 2.173 1.2128 -0.8998 -6.9777 -0.134
H 7.223 -3.882 2.081 -0.6085 -0.1610 -0.3807 0.230
H 8.645 -3.355 2.004 0.4706 0.3266 -0.3442 0.290
C 3.601 6.578 3.653 0.9652 -0.2423 1.1329 -1.607
C 2.991 5.479 2.853 1.1904 -0.3064 -1.2301 0.641
C 2.542 4.372 3.729 -1.1685 -0.8762 0.6376 -1.293
O 1.963 3.318 2.949 0.3779 1.4900 -0.7524 0.062
C 1.623 2.077 3.561 1.4768 0.6910 0.8010 -1.113
N 1.872 6.026 2.073 -0.2819 -0.3912 1.0864 -0.530
H 4.489 6.184 4.151 0.2275 0.1540 -0.0947 0.417
H 2.951 6.843 4.489 -0.2153 0.4364 -0.1865 0.390
H 3.905 7.439 3.060 -0.1838 0.0334 0.0558 0.439
H 3.722 5.067 2.154 0.0010 0.1087 -0.1978 0.025
H 1.785 4.830 4.374 -0.3005 -0.3296 0.4378 0.315
H 3.333 3.993 4.378 0.1557 -0.0716 -0.1593 0.455
H 1.559 1.304 2.798 -0.2412 0.7265 -0.2979 0.046
H 0.718 2.148 4.164 0.8082 0.9983 -0.5888 0.765
H 2.443 1.799 4.225 -0.0345 0.5187 -0.2149 0.179
H 2.281 6.746 1.490 -0.4324 0.1157 -0.3671 0.316
H 1.344 6.480 2.812 -0.4049 0.6830 -0.3015 0.330
C -4.233 2.123 3.218 -1.6836 0.5971 0.4719 -1.262
C -4.486 2.940 1.927 -0.1010 -1.3234 -0.1166 1.424
C -5.622 3.974 1.963 0.6116 0.2107 1.2180 -1.286
O -6.832 3.268 2.091 -0.0761 0.2239 0.4979 -0.300
C -7.987 4.078 2.303 -0.1968 -0.8269 0.0383 -0.947
N -3.176 3.418 1.541 0.5351 0.9651 -0.2080 -0.360
H -3.774 2.728 4.003 0.1622 0.3618 -0.1398 0.417
H -3.578 1.263 3.081 -0.2078 -0.0880 -0.3486 0.113
H -5.191 1.838 3.657 0.0422 -0.5118 -0.0031 0.392
H -4.823 2.254 1.147 0.1322 -0.2737 -0.0646 -0.303
H -5.666 4.673 1.125 0.3205 -0.3055 -0.4444 0.426
H -5.449 4.604 2.841 -0.1837 0.2123 0.2979 0.343
H -8.099 4.749 1.451 -0.3634 0.0873 0.0992 0.318
H -8.078 4.604 3.256 1.0095 0.4134 0.0554 0.348
H -8.809 3.372 2.431 -0.1221 -0.0465 -0.8048 0.291
H -2.585 2.594 1.530 0.2969 -0.1317 -0.7090 -0.178
H -2.809 3.835 2.391 0.0719 0.6370 0.0730 0.282
C 0.035 -2.434 1.402 1.4265 -0.5234 1.1564 1.654
C 0.321 -3.945 1.378 0.2964 0.1114 0.0660 0.511
C 1.011 -4.476 2.695 -0.2163 1.2130 -0.5472 -1.508
O 2.373 -4.049 2.817 -1.3712 0.8491 1.3958 -0.033
C 3.324 -4.782 2.144 0.6942 -0.6461 -1.2819 -0.142
N -0.995 -4.528 1.125 -0.1148 -0.6610 1.3273 -0.409
H -0.538 -2.054 0.558 -0.0733 -0.5165 0.3628 -0.576
H 0.980 -1.886 1.432 -0.0042 -0.2999 -0.0563 -0.881
H -0.393 -2.201 2.379 -0.6601 0.1233 -0.1410 0.485
H 1.009 -4.103 0.545 -1.0108 -0.5523 0.4487 -0.663
H 0.860 -5.543 2.867 0.3692 -0.2600 -0.4714 0.431
H 0.476 -4.002 3.520 0.0944 0.1460 0.1966 0.228
H 3.438 -5.802 2.514 -0.3180 -0.1947 -0.1307 0.364
H 4.312 -4.327 2.230 -0.1372 0.3085 0.3326 -0.006
H 3.079 -4.694 1.083 0.6150 -1.2891 0.6213 0.421
H -1.492 -4.306 1.981 -0.6927 0.2257 -0.1017 0.356
H -1.018 -5.541 1.149 0.4466 -0.2679 -0.2775 0.229
C 1.703 0.698 -6.937 -0.2316 1.4794 0.9966 -1.534
C 1.114 -0.170 -5.825 0.2094 0.1151 -0.8534 0.643
C -0.353 0.112 -5.549 0.1469 -1.4008 -0.4932 0.271
O -0.545 1.441 -5.159 0.1319 0.5641 0.7956 -0.491
C -0.418 1.641 -3.738 -0.6053 -0.2997 -0.8774 0.079
N 1.354 -1.520 -6.277 -0.4957 -1.4896 1.1317 -0.627
H 1.620 0.227 -7.915 -0.0072 -0.0292 0.1044 0.352
H 2.745 0.881 -6.671 0.1550 0.0259 -0.4566 0.377
H 1.196 1.664 -6.964 0.1605 0.1776 -0.1472 0.368
H 1.589 -0.003 -4.856 0.5590 -0.0444 -0.1265 0.185
H -0.764 -0.596 -4.824 0.2243 0.2377 0.1559 -0.582
H -0.903 -0.163 -6.452 -0.3205 0.7469 -0.2479 0.430
H -0.643 2.694 -3.578 -0.0879 -0.0724 0.1524 0.144
H 0.546 1.399 -3.286 0.3948 -0.0040 -0.4077 0.380
H -1.139 0.995 -3.234 -0.2494 0.1759 0.1682 -0.246
H 0.784 -1.729 -7.085 -0.0511 0.0064 -0.0699 0.259
H 2.318 -1.638 -6.555 0.0313 -0.0028 0.0129 0.272
C 3.854 -0.384 3.902 -2.0310 -0.5533 6.1345 -1.801
C 3.085 -0.954 5.064 0.4922 -0.9073 0.9996 0.193
C 1.551 -1.005 4.905 1.3116 -0.6726 -0.7509 0.151
O 1.122 0.281 4.586 -2.3659 -1.1050 0.9687 -0.285
C -0.252 0.340 4.229 -1.1501 -0.3983 0.9697 -0.990
N 3.592 -2.319 5.236 0.1042 0.6150 0.3645 -0.714
H 3.325 -0.560 2.963 -1.1574 0.2193 7.9976 0.251
H 4.840 -0.845 3.921 -0.6546 0.2886 0.4108 0.828
H 3.898 0.702 3.996 0.4618 -0.2833 0.1816 0.471
H 3.428 -0.417 5.949 -0.6552 0.1312 0.4142 0.416
H 1.041 -1.526 5.719 -0.0837 0.6488 0.6002 0.409
H 1.328 -1.666 4.060 0.2152 -0.1291 -0.3942 -0.485
H -0.548 -0.238 3.352 0.5243 -0.0429 -0.1420 0.153
H -0.568 1.373 4.079 -0.0647 -0.4078 -0.2769 0.461
H -0.907 0.020 5.043 0.2047 -0.4059 0.2594 0.498
H 3.432 -2.818 4.370 -0.3365 -0.6048 0.2928 0.022
H 3.147 -2.719 6.050 -0.0459 -0.6728 -0.3026 0.325
C -2.569 -2.723 -1.381 -1.3299 -0.0691 -0.5549 0.519
C -1.678 -3.501 -2.335 -0.6940 0.1140 -0.0232 0.075
C -1.372 -2.696 -3.659 0.6487 -0.8778 1.1165 -0.984
O -2.446 -2.431 -4.517 -0.5898 0.0141 -0.0725 0.102
C -3.205 -3.593 -4.871 0.4007 0.6531 0.1399 -1.080
N -0.459 -3.867 -1.613 1.0729 0.4740 -1.2065 -0.489
H -3.640 -2.845 -1.565 -0.1224 0.0076 -0.4828 0.738
H -2.404 -1.653 -1.510 0.2547 -0.0955 0.5199 -1.192
H -2.487 -3.133 -0.376 0.4686 0.5064 0.1158 0.201
H -2.216 -4.408 -2.612 0.2566 -0.2071 -0.0542 0.597
H -0.575 -3.208 -4.206 0.0954 -0.2435 -0.0223 0.455
H -0.964 -1.722 -3.380 -0.0208 0.0254 0.2401 -0.364
H -3.909 -3.774 -4.059 -0.0714 -0.4915 -0.1437 0.357
H -2.523 -4.423 -5.064 -0.1336 -0.2515 0.1865 0.400
H -3.747 -3.394 -5.795 -0.0051 0.2101 0.0942 0.261
H -0.612 -4.216 -0.672 -0.8878 -0.1047 -0.5508 0.437
H 0.014 -2.989 -1.431 0.3318 0.1200 -0.1876 -0.466
C 6.437 -2.811 -2.132 0.2854 0.8040 0.2540 -1.040
C 5.716 -4.163 -2.213 0.5262 1.7413 -1.0344 0.758
C 4.217 -3.981 -2.052 0.2339 -0.8416 0.2707 -1.113
O 3.971 -3.588 -0.707 1.1756 0.6301 -0.6879 0.224
C 2.626 -3.506 -0.440 -0.2700 -0.1971 -0.0142 -1.511
N 6.042 -4.743 -3.538 -0.2183 -1.0298 0.7374 -0.738
H 6.127 -2.194 -2.977 -0.0118 -0.0445 -0.1784 0.307
H 7.524 -2.898 -2.177 0.0256 -0.3676 -0.2250 0.358
H 6.299 -2.176 -1.256 -0.4647 -0.3989 0.2720 0.027
H 6.055 -4.783 -1.383 0.0467 -0.4002 -0.3086 0.184
H 3.764 -4.956 -2.251 -0.2732 -0.1056 0.0499 0.310
H 3.754 -3.270 -2.740 0.2286 0.2388 -0.1633 0.414
H 2.045 -2.928 -1.162 0.1327 0.1420 -0.1378 0.648
H 2.494 -3.109 0.568 0.1940 0.4410 -0.3702 -0.286
H 2.245 -4.532 -0.419 -0.3510 0.0456 -0.5573 0.634
H 5.753 -4.210 -4.346 -0.2952 0.3803 0.3162 0.252
H 7.040 -4.867 -3.634 0.0373 -0.0697 0.1389 0.277
```
Forces are in eV/Å.

For the HOMO energy, the calculation gives -10.3 eV. For the energy above the lowest of the compared OMol25 structures with the same formula, charge and spin, the calculation gives 722.4 kJ/mol. The LUMO energy is -0.13637 Eh. Its charge is +1.



C47H30N11OSSeW | the ωB97M-V functional and the def2-TZVPD basis

XYZ file:
```
92
Properties=species:S:1:pos:R:3:forces:R:3:mulliken_charge:R:1
W 0.381 -0.666 -0.489 -0.1174 -0.3290 -0.1679 3.264
C 1.067 -1.209 5.874 0.0172 0.0036 -0.0274 -0.724
C -0.007 -2.107 5.744 -0.0165 -0.0300 -0.0372 -0.713
C -0.388 -2.592 4.506 -0.0860 -0.1405 0.1147 -0.321
C 0.320 -2.135 3.403 -0.2606 -0.1975 -0.1375 0.500
C 0.158 -2.376 1.983 0.1535 -0.0620 0.2229 -0.142
N 1.032 -1.604 1.265 -0.3892 -0.1227 0.2425 -0.410
C 1.826 -0.950 2.186 0.2728 0.1146 0.1848 -0.386
N 2.844 -0.177 1.951 -0.0041 0.0179 0.2688 -0.373
C 3.168 0.169 0.724 0.1991 0.2722 -0.0437 -0.596
C 4.371 0.892 0.392 -0.0223 -0.1264 0.1996 0.364
C 5.479 1.267 1.152 0.0226 0.0293 0.0987 -0.303
C 6.493 1.938 0.500 -0.0379 -0.0403 0.0622 -0.721
C 6.414 2.223 -0.876 -0.0263 0.0029 -0.0381 -0.660
C 5.323 1.839 -1.627 0.0220 0.0495 -0.0945 -0.520
C 4.297 1.167 -0.965 -0.1147 -0.0067 -0.2461 0.364
C 3.061 0.586 -1.436 0.1720 0.3025 -0.1659 -0.099
N 2.713 0.596 -2.703 0.0174 -0.0212 -0.0010 -0.394
C 1.743 -0.130 -3.187 0.1481 0.0863 -0.2710 -0.145
N 0.906 -0.985 -2.484 -0.1545 -0.0027 0.4596 -0.095
C 0.209 -1.720 -3.408 0.0599 0.0731 -0.2942 0.125
N -0.528 -2.778 -3.163 -0.0605 -0.1777 -0.0079 -0.511
C -0.664 -3.257 -1.955 -0.2448 0.0027 -0.4358 0.126
N -0.287 -2.678 -0.771 0.2764 0.2072 0.2925 -0.495
C -0.712 -3.519 0.224 -0.2426 -0.0924 0.0854 0.262
N -0.627 -3.308 1.507 -0.1291 -0.1569 0.1798 -0.487
C -1.341 -4.699 -0.335 0.0387 -0.0149 0.1773 0.036
C -1.862 -5.845 0.251 -0.0273 0.0237 0.1382 -0.261
C -2.363 -6.814 -0.597 -0.0049 -0.0170 -0.0087 -0.675
C -2.337 -6.646 -1.989 0.0043 0.0257 -0.0186 -0.676
C -1.809 -5.503 -2.565 -0.0194 0.0092 -0.1384 -0.268
C -1.313 -4.534 -1.705 0.0309 0.0371 -0.2538 0.078
C 0.504 -1.238 -4.738 -0.1799 -0.2391 0.0878 0.308
C 0.029 -1.625 -5.990 -0.0517 -0.0436 -0.1366 -0.448
C 0.546 -0.970 -7.089 -0.0342 -0.0371 0.0195 -0.660
C 1.522 0.036 -6.949 0.0133 0.0165 0.0389 -0.641
C 2.000 0.407 -5.709 0.0536 0.0704 -0.0998 -0.477
C 1.466 -0.246 -4.600 0.1307 0.1200 0.1821 0.519
N 2.390 0.001 -0.386 0.0501 0.0491 0.0950 0.527
C 1.375 -1.254 3.529 0.1896 0.1748 -0.0581 0.620
C 1.779 -0.777 4.769 0.1277 0.0500 0.1470 -0.188
H 1.342 -0.855 6.860 -0.0173 -0.0220 -0.0327 0.437
H -0.539 -2.425 6.632 0.0251 0.0161 -0.0332 0.442
H -1.209 -3.290 4.388 0.0592 0.0677 0.0319 0.559
H 5.532 1.035 2.209 0.0164 0.0131 -0.0705 0.572
H 7.372 2.244 1.052 -0.0094 0.0178 -0.0113 0.422
H 7.232 2.750 -1.350 -0.0109 -0.0104 0.0049 0.438
H 5.254 2.044 -2.688 0.0341 -0.0079 0.0547 0.588
H -1.874 -5.964 1.327 -0.0003 -0.0093 -0.0367 0.554
H -2.780 -7.724 -0.184 0.0029 0.0247 -0.0156 0.411
H -2.734 -7.430 -2.621 0.0082 0.0255 0.0139 0.420
H -1.775 -5.361 -3.638 -0.0186 -0.0371 0.0653 0.569
H -0.716 -2.406 -6.086 0.0621 0.0600 0.0029 0.562
H 0.201 -1.235 -8.081 0.0235 0.0255 0.0578 0.413
H 1.905 0.525 -7.836 -0.0209 -0.0332 0.0291 0.431
H 2.757 1.173 -5.592 -0.0513 -0.0529 -0.0139 0.563
H 2.618 -0.097 4.860 -0.0597 -0.0314 -0.0019 0.596
C -6.763 2.664 1.653 0.1251 -0.0077 -0.0098 -1.445
C -5.347 2.212 1.904 -0.1264 0.0092 0.0173 0.953
C -5.035 1.389 2.981 0.0251 -0.0350 0.0071 -0.884
C -3.731 0.960 3.194 -0.0064 0.0125 0.0000 -0.657
C -2.735 1.388 2.330 -0.0633 -0.0844 0.1227 0.339
C -3.018 2.206 1.248 0.0014 0.0925 -0.0743 -0.291
C -4.322 2.610 1.043 0.0035 0.0588 -0.0737 -0.788
S -1.089 0.832 2.647 -0.4085 -0.4340 0.1861 0.570
C -0.442 2.326 3.368 0.0980 0.0930 0.0181 -1.048
O -0.408 0.732 1.301 0.7127 0.0129 -0.5458 -0.470
H -7.457 2.214 2.360 0.0055 -0.0068 0.0050 0.359
H -7.080 2.396 0.644 0.0174 -0.0069 0.0303 0.350
H -6.844 3.750 1.741 0.0152 -0.0336 0.0049 0.325
H -5.822 1.061 3.650 0.0304 0.0093 -0.0227 0.325
H -3.489 0.297 4.021 -0.0553 0.0594 -0.0929 0.451
H -2.230 2.502 0.561 -0.0495 -0.0409 0.0505 0.229
H -4.558 3.236 0.190 0.0005 -0.0205 0.0277 0.444
H -0.569 3.144 2.660 0.0110 -0.0048 0.0577 0.262
H 0.611 2.166 3.610 -0.0780 -0.0005 -0.0181 0.353
H -1.021 2.502 4.275 0.0606 0.0280 -0.0117 0.546
Se -0.901 1.567 -2.732 -0.4004 -0.5157 -0.2197 0.463
N 0.089 1.372 -1.239 -0.6061 0.1833 -0.2876 -0.452
C 0.293 2.589 -0.754 0.3893 0.3991 0.2531 0.568
C 1.087 2.929 0.384 -0.0215 0.0583 -0.1333 0.057
C 1.212 4.234 0.719 0.0213 0.2276 0.0285 -1.171
C 0.565 5.288 -0.014 0.1362 0.0380 0.1863 -0.722
C -0.181 5.016 -1.104 -0.0360 -0.0332 -0.1111 -0.863
C -0.322 3.652 -1.514 0.1593 0.2419 0.2546 0.555
N -0.998 3.289 -2.585 0.0470 0.0750 -0.1561 -0.772
H 1.584 2.164 0.954 0.0059 -0.1018 0.0281 0.806
H 1.828 4.495 1.575 -0.0484 0.0279 -0.0772 0.509
H 0.693 6.315 0.304 0.0373 -0.0816 0.0375 0.423
H -0.654 5.796 -1.689 0.0006 -0.1102 0.0219 0.526
N -2.931 -0.498 -0.617 -0.0165 0.0016 -0.0264 -0.852
C -1.776 -0.552 -0.564 0.1936 -0.0376 -0.1371 -0.679
```
Forces are in eV/Å.

For the HOMO energy (spin up / spin down), the calculation gives -8.9 / -8.9 eV. The LUMO energy (spin up / spin down) is -0.15583 / -0.15554 Eh. Its charge is +1.